A molecular structure, C36H65BBr2CaCl7F4KN2O11S2Si2 at a distorted geometry, computed with ωB97M-V with the def2-TZVPD basis set.

The geometry in XYZ format:
```
134
Properties=species:S:1:pos:R:3
C 0.830 -2.134 -0.008
C -0.315 -1.971 0.732
C -0.827 -0.500 0.795
C -1.717 0.029 -0.262
C -2.195 1.427 -0.284
C -3.090 2.021 -1.408
C -3.707 0.926 -2.453
C -2.605 0.197 -3.427
C -3.000 0.214 -5.023
C -2.248 -1.031 -5.696
C -0.653 -0.892 -5.665
C -0.047 -0.021 -6.883
C 0.811 1.247 -6.411
C -0.152 2.307 -5.765
C 0.618 3.567 -5.153
C -1.726 2.280 0.842
B -2.171 3.829 0.862
O -3.330 4.151 1.605
O -1.433 4.761 0.119
C -0.105 4.313 -0.225
C 0.787 5.489 -0.827
C -0.857 1.792 1.903
C -0.405 0.379 1.873
C 0.539 0.151 3.097
O 1.238 -0.746 3.401
N 0.409 1.410 3.852
F -0.367 1.224 4.986
C -0.227 2.509 3.129
O -0.204 3.662 3.421
H 1.646 -2.848 0.249
H 0.936 -1.450 -0.893
H -0.823 -2.833 1.222
H -2.009 -0.695 -1.056
H -3.959 2.629 -1.013
H -2.413 2.746 -2.032
H -4.469 1.479 -3.169
H -4.277 0.136 -1.906
H -1.548 0.633 -3.217
H -2.579 -0.892 -3.136
H -2.711 1.199 -5.560
H -4.093 0.051 -5.217
H -2.630 -1.251 -6.727
H -2.491 -1.927 -5.050
H -0.286 -0.516 -4.666
H -0.191 -1.916 -5.781
H -0.874 0.295 -7.581
H 0.649 -0.679 -7.476
H 1.518 0.894 -5.601
H 1.385 1.715 -7.263
H -0.966 2.624 -6.484
H -0.649 1.776 -4.873
H 1.224 4.116 -5.916
H 1.246 3.197 -4.296
H -0.182 4.225 -4.694
H -3.076 4.768 2.325
H -0.094 3.499 -1.013
H 0.446 3.979 0.702
H 0.690 6.442 -0.250
H 0.569 5.616 -1.929
H 1.849 5.115 -0.776
O 3.041 -4.106 -5.203
Si 2.237 -4.656 -3.872
C 3.361 -4.638 -2.372
C 1.637 -6.412 -4.147
C 0.743 -3.583 -3.494
Si 4.387 -4.491 -6.117
C 4.598 -3.285 -7.540
C 4.215 -6.219 -6.838
C 5.928 -4.432 -5.063
H 4.183 -5.345 -2.496
H 2.804 -4.916 -1.472
H 3.785 -3.643 -2.222
H 1.030 -6.476 -5.054
H 1.028 -6.744 -3.303
H 2.480 -7.099 -4.248
H 0.039 -3.584 -4.331
H 1.047 -2.550 -3.300
H 0.220 -3.957 -2.610
H 3.726 -3.301 -8.201
H 5.478 -3.551 -8.131
H 4.732 -2.266 -7.170
H 4.199 -6.969 -6.044
H 5.053 -6.442 -7.502
H 3.287 -6.309 -7.413
H 5.899 -5.199 -4.289
H 6.024 -3.461 -4.577
H 6.818 -4.599 -5.669
N 4.340 1.671 5.466
S 5.848 1.930 5.740
O 6.758 2.185 4.564
O 6.436 1.221 6.837
F 5.756 3.378 6.346
S 4.086 0.266 4.763
O 2.768 0.134 4.204
O 4.596 -0.894 5.421
F 4.987 0.350 3.450
C -1.768 -2.352 6.122
Cl -1.872 -1.043 7.367
Cl -1.533 -1.625 4.524
Cl -0.398 -3.413 6.498
Cl -3.269 -3.296 6.133
K -2.581 2.477 -3.822
C -7.943 8.020 2.413
O -7.425 7.040 3.300
C -8.179 5.833 3.280
C -7.484 4.760 2.458
O -7.451 5.104 1.075
C -6.185 5.601 0.671
H -7.202 8.815 2.319
H -8.141 7.607 1.421
H -8.862 8.447 2.826
H -9.194 6.013 2.910
H -8.255 5.487 4.315
H -8.056 3.830 2.540
H -6.475 4.569 2.836
H -5.468 4.778 0.608
H -5.809 6.366 1.356
H -6.294 6.047 -0.319
Cl 8.122 1.366 5.500
C 1.101 -6.135 9.088
Cl 1.628 -7.719 9.667
Cl 1.995 -5.650 7.638
H 0.041 -6.182 8.848
H 1.271 -5.400 9.870
Br 2.241 -3.360 13.045
C 3.606 -2.595 11.885
C 2.990 -1.789 10.770
Br 2.263 -2.947 9.382
H 4.220 -3.420 11.529
H 4.205 -1.956 12.533
H 3.745 -1.185 10.269
H 2.177 -1.144 11.104
Ca -1.121 -1.443 9.774
F 8.113 -4.234 -3.894
```

frontier orbital gap = 1.054 eV
charge = 0
HOMO = -0.16978 Eh
F_max = 7.75 eV/A
molecular weight = 1396.18 g mol⁻¹